# 1
27
Properties=species:S:1:pos:R:3:lowdin_charge:R:1 method="wB97M-V/def2-TZVPD" e_above_lowest_kcal_mol=0.0 max_force_ev_per_a=3.9 mol_weight_g_mol=186.33 homo_energy_ev=-8.9209 lumo_energy_ev=0.893 energy_ev=-20546.5551 orbital_gap_ev=9.81
C -4.039 -0.034 0.011 -0.088
C -3.373 -1.219 -0.250 -0.087
C -3.318 1.100 0.350 -0.087
C -1.992 -1.271 -0.169 -0.108
C -1.938 1.046 0.420 -0.105
C -1.252 -0.142 0.165 -0.283
C 2.158 1.828 -0.973 -0.189
C 2.321 1.962 0.332 -0.189
C 2.843 -2.577 0.556 -0.142
C 1.767 -2.300 -0.139 -0.140
C 1.250 0.756 -1.491 -0.257
C 1.592 1.043 1.270 -0.251
Si 0.637 -0.131 0.101 0.886
H -5.116 0.011 -0.054 0.102
H -3.931 -2.102 -0.526 0.102
H -3.831 2.029 0.552 0.103
H -1.471 -2.193 -0.374 0.092
H -1.387 1.942 0.663 0.101
H 2.661 2.466 -1.686 0.097
H 2.968 2.717 0.758 0.097
H 3.372 -3.521 0.467 0.042
H 3.279 -1.880 1.253 0.026
H 1.302 -2.974 -0.838 0.007
H 0.444 1.196 -2.081 0.073
H 1.803 0.101 -2.165 0.067
H 2.304 0.525 1.910 0.063
H 0.946 1.622 1.935 0.070

=====

# 2
39
Properties=species:S:1:pos:R:3:lowdin_charge:R:1 method="wB97M-V/def2-TZVPD" max_force_ev_per_a=4.1 mol_weight_g_mol=404.88 homo_energy_ev=-15.8952 total_charge=+2 lumo_energy_ev=-9.053 energy_ev=-74544.0760 orbital_gap_ev=6.84
H 1.684 1.616 1.705 0.132
N 1.626 -0.132 0.661 0.007
B 2.040 -2.461 -0.439 -0.416
N 2.370 -1.285 0.548 0.055
C 3.251 -1.275 1.547 0.052
Ti -0.306 -0.022 -0.919 1.205
H 3.939 -2.102 1.675 0.164
C 3.165 -0.048 2.194 0.037
H 3.777 0.340 2.971 0.128
C 2.112 0.639 1.650 0.010
H 2.798 -3.407 -0.410 0.145
C -1.929 -0.202 -1.954 -0.112
H -2.431 0.780 -1.814 0.077
H -2.468 -1.003 -1.437 0.040
H -1.815 -0.414 -3.027 0.066
N 1.961 -1.784 -1.838 0.017
N 0.595 -2.851 -0.035 0.002
N 1.127 -0.662 -2.073 -0.106
N -0.359 -1.850 -0.065 -0.060
C 2.599 -2.127 -2.963 0.017
C 0.051 -3.980 0.443 0.027
H 3.238 -3.013 -2.988 0.164
H 0.660 -4.868 0.543 0.154
C 2.227 -1.256 -3.977 0.019
C -1.308 -3.746 0.647 0.033
C 1.303 -0.377 -3.408 -0.046
C -1.530 -2.408 0.327 -0.064
H 2.566 -1.269 -5.015 0.138
H -2.063 -4.430 0.950 0.120
H 0.741 0.423 -3.867 0.135
H -2.407 -1.812 0.309 0.095
H 1.380 0.490 -0.126 0.112
Cl -0.933 2.690 3.008 0.662
C -2.414 2.231 2.152 -0.968
Cl -2.999 3.389 0.935 0.664
C -2.040 0.960 1.383 -0.688
O -2.647 -0.057 1.688 0.105
O -1.111 1.087 0.455 -0.210
H -3.217 2.058 2.874 0.089

=====

# 3
30
Properties=species:S:1:pos:R:3:lowdin_charge:R:1 method="wB97M-V/def2-TZVPD" e_above_lowest_kcal_mol=0.0 max_force_ev_per_a=4.1 mol_weight_g_mol=200.07 homo_energy_ev=-13.0775 total_charge=+1 lumo_energy_ev=-3.999 energy_ev=-16892.5027 orbital_gap_ev=9.08 smiles="BC1=C[N@H+](Cc2ccccc2)CC(=O)C1"
B -2.432 2.884 0.052 0.096
C -1.977 1.414 0.150 -0.084
C -0.901 0.855 0.669 -0.064
N -0.636 -0.587 0.641 -0.062
C 0.127 -0.973 -0.607 -0.045
C 1.573 -0.596 -0.430 -0.231
C 1.985 0.724 -0.588 -0.047
C 3.291 1.082 -0.310 -0.054
C 4.204 0.123 0.099 -0.054
C 3.809 -1.198 0.221 -0.054
C 2.495 -1.556 -0.029 -0.033
C -1.868 -1.370 0.861 -0.019
C -3.010 -1.090 -0.132 -0.393
O -3.758 -1.970 -0.436 0.160
C -3.139 0.309 -0.626 0.032
H -2.701 3.327 -0.992 0.041
H -2.517 3.519 1.022 0.039
H -0.103 1.437 1.103 0.139
H 0.008 -0.793 1.417 0.199
H -0.324 -0.451 -1.453 0.148
H 0.026 -2.050 -0.752 0.143
H 1.288 1.473 -0.934 0.114
H 3.593 2.113 -0.409 0.115
H 5.222 0.407 0.313 0.115
H 4.522 -1.952 0.515 0.115
H 2.201 -2.592 0.070 0.119
H -2.259 -1.136 1.857 0.163
H -1.648 -2.440 0.829 0.150
H -4.127 0.713 -0.427 0.122
H -2.944 0.377 -1.694 0.130